The following is a DFT calculation (ωB97M-V/def2-TZVPD) of a molecular structure, C37H49N7P2PtSi2.

CARTESIAN COORDINATES (ANGSTROEM)
Pt (0.28207, -0.24156, -1.34029)
C (-0.46216, 2.18747, -4.29855)
Si (0.18405, 2.87104, -2.68516)
C (2.04870, 2.98900, -2.73008)
C (-0.48619, 4.60856, -2.39930)
N (-0.40670, 1.78922, -1.45995)
P (-0.38396, 1.81805, 0.16261)
C (-0.58404, 0.13453, 0.49399)
P (0.37389, -1.17548, 1.09189)
N (0.52289, -2.07029, -0.25306)
Si (1.08624, -3.65594, -0.67119)
C (-0.12287, -4.93043, 0.03454)
C (2.79362, -4.06545, -0.02561)
C (1.05486, -3.82901, -2.52522)
C (-0.50611, -2.01320, 2.43795)
C (-1.67606, -1.46488, 2.95232)
C (-2.35933, -2.10989, 3.97634)
C (-1.87832, -3.30916, 4.48015)
C (-0.70625, -3.85861, 3.97375)
C (-0.01840, -3.20879, 2.96252)
C (1.99298, -0.81980, 1.81311)
C (3.13398, -0.94163, 1.02525)
C (4.38075, -0.61756, 1.53749)
C (4.48561, -0.15592, 2.84244)
C (3.35092, -0.02606, 3.63473)
C (2.10641, -0.36379, 3.12494)
C (-1.81176, 2.66357, 0.89449)
C (-1.93850, 2.71162, 2.28242)
C (-3.08966, 3.22076, 2.85993)
C (-4.12604, 3.68310, 2.05511)
C (-4.00675, 3.63531, 0.67481)
C (-2.85114, 3.12252, 0.09568)
C (1.05314, 2.74107, 0.76103)
C (0.93393, 4.02907, 1.28116)
C (2.06974, 4.75079, 1.62226)
C (3.32743, 4.19162, 1.45029)
C (3.45367, 2.91554, 0.91794)
C (2.32270, 2.20035, 0.56460)
H (-0.21348, 2.83794, -5.13976)
H (-1.55053, 2.08109, -4.26567)
H (-0.02725, 1.20383, -4.48743)
H (2.38051, 3.39583, -3.68920)
H (2.52035, 2.01317, -2.60880)
H (2.41971, 3.64743, -1.94194)
H (-0.66052, 5.10911, -3.35491)
H (0.23288, 5.21065, -1.83896)
H (-1.42752, 4.62426, -1.84741)
H (0.29409, -5.46991, 0.88774)
H (-0.36987, -5.67308, -0.72835)
H (-1.05525, -4.47019, 0.36883)
H (2.91838, -3.78921, 1.02430)
H (3.58074, -3.56251, -0.59289)
H (2.95923, -5.14357, -0.10605)
H (0.06032, -3.61708, -2.92780)
H (1.31560, -4.85463, -2.79950)
H (1.75406, -3.15409, -3.01421)
H (-2.04068, -0.52582, 2.54820)
H (-3.26458, -1.67513, 4.38098)
H (-2.41250, -3.81579, 5.27358)
H (-0.32791, -4.79092, 4.37227)
H (0.90529, -3.63042, 2.58190)
H (3.05369, -1.28027, 0.00036)
H (5.25018, -0.72834, 0.90166)
H (5.45598, 0.10191, 3.24779)
H (3.43752, 0.33255, 4.65237)
H (1.22396, -0.27432, 3.74934)
H (-1.13217, 2.34807, 2.91127)
H (-3.18131, 3.26128, 3.93764)
H (-5.02386, 4.08343, 2.50785)
H (-4.80926, 4.00167, 0.04726)
H (-2.74533, 3.07744, -0.98166)
H (-0.04235, 4.47604, 1.41735)
H (1.96954, 5.75168, 2.02188)
H (4.21110, 4.75526, 1.72079)
H (4.43138, 2.47791, 0.76333)
H (2.42535, 1.22776, 0.10456)
N (-2.99284, -0.69068, -0.55731)
C (-2.68301, -2.15171, -0.68402)
C (-3.43161, -2.82831, -1.81856)
N (-3.26431, -2.09982, -3.07443)
C (-3.85474, -0.77400, -2.91971)
C (-3.13937, 0.03891, -1.85605)
H (-2.07167, -0.26302, -0.05863)
H (-3.82953, -0.56060, 0.00427)
H (-2.85329, -2.60205, 0.29511)
H (-1.61449, -2.20043, -0.88833)
H (-4.50377, -2.91116, -1.61912)
H (-3.04540, -3.84330, -1.92563)
H (-2.26361, -1.98841, -3.24972)
H (-4.91711, -0.90495, -2.69395)
H (-3.79189, -0.23097, -3.86466)
H (-3.61929, 0.99133, -1.63280)
H (-2.12280, 0.25093, -2.18939)
N (5.35382, -1.43056, -1.69026)
C (4.64577, -1.03854, -2.52040)
N (3.87146, -0.55686, -3.48389)
C (2.61124, -0.58320, -3.23643)
N (1.45766, -0.59132, -3.04814)

Computed properties:
E_tot = -3203.7282 Ha
Energy relative to the best compared isomer or geometry (same formula, charge and spin) = 0.0 kcal/mol
F_max = 0.74 eV/A
E_HOMO = -7.5 eV
Frontier orbital gap = 0.277 Eh